{"formula": "C22H49N2P3SSeV", "method": "wB97M-V/def2-TZVPD", "e_above_lowest_kj_mol": 0.0, "homo_lumo_gap_ha": [0.202, 0.237], "multiplicity": 3, "charge": 3, "species": ["V", "P", "P", "P", "H", "C", "C", "H", "C", "C", "C", "C", "C", "C", "C", "C", "C", "H", "H", "H", "H", "H", "H", "H", "H", "H", "H", "H", "H", "H", "H", "H", "H", "H", "H", "H", "H", "H", "H", "H", "H", "H", "H", "H", "H", "H", "C", "C", "C", "C", "C", "C", "Se", "H", "H", "H", "H", "H", "H", "C", "C", "N", "C", "S", "N", "C", "C", "H", "H", "H", "H", "H", "H", "H", "H", "H", "H", "H", "H"], "xyz": [[-0.0701, 0.2096, -0.2531], [0.2703, 2.3420, 0.8085], [-2.5194, 0.4408, -0.3051], [2.1990, -0.2319, -0.5874], [-1.4922, -2.4810, -4.9832], [-0.8300, -3.2209, -4.5165], [-0.5751, -3.1860, -3.1902], [-1.0496, -2.4926, -2.4853], [0.3498, 3.8265, -0.2984], [-1.0646, 2.9021, 1.9591], [1.8085, 2.5948, 1.8209], [-3.1437, -0.7725, -1.5266], [-3.3833, 0.0273, 1.2351], [-3.2429, 1.9832, -0.9405], [2.5428, -1.6767, -1.6495], [3.2047, -0.7164, 0.8399], [3.1185, 1.1193, -1.3955], [-0.3760, -3.9452, -5.2095], [0.0285, -3.9869, -2.7627], [0.4524, 4.7335, 0.3225], [-0.5769, 3.8855, -0.8912], [1.2172, 3.7354, -0.9705], [-0.6910, 3.7582, 2.5478], [-1.3639, 2.0952, 2.6486], [-1.9505, 3.2325, 1.3927], [1.7108, 3.5383, 2.3875], [2.6868, 2.6622, 1.1590], [1.9710, 1.7607, 2.5257], [-4.2076, -0.5877, -1.7055], [-3.0032, -1.7935, -1.1582], [-2.6151, -0.6629, -2.4800], [-4.4334, 0.3266, 1.1643], [-2.9380, 0.5389, 2.0939], [-3.3303, -1.0489, 1.4268], [-4.3239, 1.8494, -1.0357], [-2.8267, 2.2098, -1.9271], [-3.0503, 2.8321, -0.2826], [3.6362, -1.7966, -1.7100], [2.1185, -1.5468, -2.6541], [2.1077, -2.5726, -1.1823], [4.0776, -1.2655, 0.4696], [2.6332, -1.3786, 1.4957], [3.5316, 0.1477, 1.4206], [4.0601, 0.7234, -1.7882], [3.3335, 1.9410, -0.7069], [2.5313, 1.5194, -2.2293], [0.3240, 0.6942, -4.6429], [0.1847, -0.6151, -5.0367], [0.4642, -1.0858, -6.3186], [0.9859, -0.1678, -7.2381], [1.1592, 1.1744, -6.8652], [0.7790, 1.6118, -5.5915], [-0.2147, 1.3156, -2.8141], [-0.7050, -0.0340, -2.3796], [-0.1786, -1.2693, -4.2689], [0.2880, -2.1411, -6.5616], [1.2810, -0.4874, -8.2348], [1.6076, 1.8528, -7.5960], [0.8366, 2.6502, -5.2932], [0.7634, 1.0831, 5.6607], [-0.3790, 0.4074, 4.8985], [0.1687, -0.1654, 3.6329], [-0.3410, -1.2800, 3.0689], [-0.4120, -1.4935, 1.3465], [-0.7813, -2.3255, 3.8339], [-0.0030, -2.7760, 5.0194], [-0.8816, -3.6545, 5.8974], [1.5781, 0.3691, 5.8741], [0.3799, 1.4544, 6.6215], [1.1766, 1.9464, 5.1049], [-0.8224, -0.4238, 5.4770], [-1.1689, 1.1646, 4.6853], [0.4764, 0.5503, 2.9510], [-1.0822, -3.1147, 3.2499], [0.9120, -3.3225, 4.7034], [0.3042, -1.8698, 5.5506], [-1.0431, -4.6354, 5.4349], [-0.3411, -3.8149, 6.8358], [-1.8484, -3.1697, 6.1013]], "forces_ev_per_angstrom": [[-0.98, -0.59, 0.69], [0.25, 2.11, 0.71], [-1.07, 0.12, -0.68], [2.54, -0.43, -0.81], [0.16, -0.54, 0.18], [-0.30, -0.11, 1.09], [-0.23, -1.15, -1.27], [0.07, -0.11, -0.38], [0.01, -0.48, -0.12], [0.00, -0.30, 0.15], [-0.17, -0.33, -0.04], [0.10, -0.09, 0.10], [-0.15, 0.08, 0.33], [-0.02, 0.17, 0.07], [-0.45, -0.09, -0.22], [-0.03, 0.09, 0.53], [0.01, 0.15, -0.19], [-0.26, 0.18, 0.65], [-0.01, 0.34, 0.08], [-0.04, -0.41, -0.22], [0.36, 0.06, 0.17], [-0.33, 0.12, 0.18], [-0.14, -0.35, -0.26], [0.07, 0.37, -0.22], [0.40, -0.18, 0.25], [0.04, -0.42, -0.27], [-0.36, -0.01, 0.30], [0.06, 0.42, -0.22], [0.10, -0.10, 0.08], [-0.08, 0.10, -0.07], [-0.24, -0.02, 0.13], [0.10, -0.06, -0.03], [-0.07, 0.00, -0.16], [-0.01, 0.17, -0.16], [0.08, 0.05, 0.01], [-0.11, -0.08, 0.13], [-0.08, -0.09, -0.07], [-0.39, 0.06, -0.05], [0.13, -0.11, 0.19], [0.15, 0.18, -0.20], [-0.09, 0.21, 0.12], [0.09, 0.02, -0.09], [0.04, -0.07, -0.04], [-0.05, 0.09, 0.12], [0.02, -0.18, -0.07], [0.23, -0.16, 0.15], [0.65, 0.31, -1.29], [-0.41, -0.34, 1.17], [0.24, 0.76, 0.03], [0.00, -0.03, 0.36], [-0.15, -0.42, 0.04], [0.14, 0.55, 0.66], [-0.11, -0.58, -0.72], [-0.16, 0.24, -0.54], [0.19, -0.10, -0.29], [0.19, 0.60, 0.03], [-0.12, 0.06, 0.18], [-0.34, -0.02, 0.42], [0.24, 0.19, -0.37], [0.00, -0.07, 0.27], [0.41, 0.15, 0.61], [-1.15, 0.05, -1.12], [-0.03, -0.30, 1.47], [0.31, 0.08, -0.56], [1.25, 0.75, -1.99], [-0.02, 0.09, 0.61], [0.18, 0.06, 0.08], [-0.33, 0.32, -0.12], [0.17, -0.03, -0.30], [-0.20, -0.41, 0.22], [0.10, 0.73, -0.35], [0.40, -0.70, -0.12], [-0.25, -0.87, 0.71], [-0.11, 0.42, 0.38], [-0.56, 0.39, -0.05], [0.11, -0.47, -0.03], [-0.08, 0.22, 0.10], [-0.27, -0.07, -0.09], [0.35, -0.22, 0.01]], "lowdin_charge": [0.032, 0.758, 0.700, 0.689, 0.075, -0.059, -0.074, 0.018, -0.227, -0.221, -0.220, -0.230, -0.241, -0.233, -0.214, -0.225, -0.230, 0.091, 0.064, 0.081, 0.044, 0.051, 0.079, 0.017, 0.045, 0.078, 0.045, 0.031, 0.080, 0.061, 0.026, 0.078, 0.033, 0.048, 0.076, 0.025, 0.036, 0.078, 0.051, 0.064, 0.074, 0.036, 0.051, 0.077, 0.040, 0.010, -0.459, -0.163, -0.031, -0.024, -0.033, -0.101, 0.949, -0.147, 0.014, 0.115, 0.126, 0.130, 0.107, -0.061, -0.204, 0.039, -0.655, 0.727, 0.031, -0.211, -0.060, 0.093, 0.100, 0.077, 0.116, 0.125, 0.075, 0.138, 0.145, 0.094, 0.090, 0.097, 0.093]}


{"formula": "C9H11F2N", "method": "wB97M-V/def2-TZVPD", "smiles": "CN(C)C(F)(F)c1ccccc1", "e_above_lowest_kj_mol": 0.0, "homo_lumo_gap_ha": 0.375, "species": ["C", "N", "C", "C", "F", "F", "C", "C", "C", "C", "C", "C", "H", "H", "H", "H", "H", "H", "H", "H", "H", "H", "H"], "xyz": [[2.3446, 0.3496, -2.0612], [1.1766, 0.5162, -1.3142], [-0.0113, 0.8446, -2.0976], [0.9971, -0.4196, -0.2888], [2.2021, -0.5297, 0.3053], [0.8154, -1.7351, -0.8200], [-0.1839, -0.2334, 0.6892], [0.0784, 0.1364, 1.9922], [-0.9451, 0.1804, 2.8957], [-2.1492, -0.3589, 2.5764], [-2.4016, -0.7044, 1.2444], [-1.3942, -0.7184, 0.3412], [3.1439, 0.2144, -1.3418], [2.3482, -0.5864, -2.7376], [2.4955, 1.3418, -2.5124], [0.1641, 1.7354, -2.6950], [-0.3047, -0.0045, -2.6948], [-0.8666, 1.0786, -1.3123], [1.0287, 0.5637, 2.1433], [-0.7946, 0.6422, 3.8664], [-2.7426, -0.3576, 3.5074], [-3.2819, -1.1561, 1.0234], [-1.7185, -0.7992, -0.7093]], "forces_ev_per_angstrom": [[1.62, -0.59, -1.04], [-2.42, 0.38, 0.98], [-1.38, 0.47, 2.66], [-0.57, -0.46, -0.57], [-0.02, -0.11, 1.36], [-0.06, 0.40, -0.04], [2.99, -0.74, -0.21], [-0.03, 0.86, -1.39], [1.19, 0.40, 0.80], [-0.65, 0.51, 0.83], [0.89, -0.26, 2.96], [-1.75, 1.00, -2.22], [0.38, 0.02, -0.35], [-0.06, 1.63, 0.44], [0.34, -0.76, -0.72], [0.06, -0.08, -0.07], [-0.32, -0.22, -0.54], [1.64, -0.29, -1.93], [1.07, 0.25, 0.71], [0.10, -0.31, 0.04], [-0.92, -0.45, -1.35], [-2.76, -0.90, -0.87], [0.67, -0.77, 0.53]], "lowdin_charge": [-0.097, -0.192, -0.050, -0.480, 0.088, 0.030, -0.136, -0.013, -0.098, -0.069, -0.057, -0.068, 0.083, 0.126, 0.100, 0.083, 0.083, 0.123, 0.109, 0.112, 0.118, 0.076, 0.130]}


{"formula": "C22H34ClFN4", "method": "wB97M-V/def2-TZVPD", "smiles": "CCCCCCCc1cnc2c(CCCF)c(N)c(CN)c([C@@H](Cl)CC)c2n1", "homo_lumo_gap_ha": 0.245, "species": ["C", "C", "C", "C", "C", "C", "C", "C", "C", "N", "C", "C", "C", "C", "C", "F", "C", "N", "C", "C", "N", "C", "C", "Cl", "C", "C", "C", "N", "H", "H", "H", "H", "H", "H", "H", "H", "H", "H", "H", "H", "H", "H", "H", "H", "H", "H", "H", "H", "H", "H", "H", "H", "H", "H", "H", "H", "H", "H", "H", "H", "H", "H"], "xyz": [[-4.4154, 1.8262, -2.4075], [-2.8964, 1.4710, -3.0071], [-2.6965, -0.1409, -3.2911], [-1.1085, -0.6123, -3.1841], [-0.6383, -1.6579, -4.3525], [0.4717, -2.7729, -3.8960], [1.8556, -2.1688, -3.2621], [1.6440, -1.8474, -1.6364], [1.0416, -3.0475, -0.7249], [0.7492, -2.9029, 0.7390], [1.0650, -1.5205, 1.2423], [0.7202, -1.2459, 2.8559], [0.0417, -2.4734, 3.7192], [-1.4190, -2.9753, 3.1692], [-2.7065, -2.2496, 3.8779], [-3.7377, -3.3244, 4.0997], [1.0534, 0.2478, 3.5309], [0.7751, 0.5113, 5.0154], [1.7249, 1.4641, 2.5995], [2.0080, 2.9089, 3.3215], [3.4491, 3.1425, 3.7384], [2.0484, 1.1272, 0.9935], [2.7355, 2.3414, 0.1331], [4.4409, 1.7096, -0.3851], [1.9374, 2.7719, -1.2316], [0.3472, 3.1811, -0.9691], [1.7004, -0.3545, 0.2990], [2.0140, -0.4705, -1.1683], [-4.5382, 2.9957, -2.5942], [-5.2140, 1.2486, -3.0425], [-4.4626, 1.6084, -1.2545], [-2.1444, 1.9189, -2.2215], [-2.7230, 2.0960, -4.0089], [-3.0142, -0.3356, -4.4017], [-3.3575, -0.7450, -2.5187], [-0.4252, 0.3651, -3.2320], [-0.9829, -1.0231, -2.0775], [-0.2976, -1.0835, -5.3139], [-1.6138, -2.2756, -4.6597], [-0.0591, -3.5946, -3.2280], [0.7876, -3.3494, -4.8928], [2.2345, -1.2388, -3.8668], [2.6553, -3.0439, -3.2913], [0.8138, -4.0911, -1.2486], [-0.0338, -2.2821, 4.8705], [0.7778, -3.4034, 3.5902], [-1.5664, -2.9113, 2.0103], [-1.4931, -4.1352, 3.4426], [-3.1763, -1.5224, 3.0665], [-2.4572, -1.6697, 4.8641], [0.0538, -0.1683, 5.3879], [0.2985, 1.4537, 5.1421], [1.3322, 3.1480, 4.2457], [1.7491, 3.7427, 2.5074], [3.4259, 4.0859, 4.2293], [3.7572, 2.4617, 4.4751], [2.9467, 3.3237, 0.7327], [2.0707, 1.9938, -2.1124], [2.4466, 3.7763, -1.6289], [0.1938, 3.5390, 0.1412], [0.0741, 3.9895, -1.7761], [-0.2630, 2.1882, -1.1544]], "forces_ev_per_angstrom": [[1.12, 0.68, -0.96], [-0.52, 0.43, 0.22], [0.69, 0.61, -0.25], [0.01, 0.88, 0.73], [-1.01, -0.66, 0.38], [-0.04, -0.20, -1.30], [-0.45, -0.94, 1.48], [0.07, 1.42, 1.16], [0.40, 2.78, 2.24], [2.30, 3.96, -4.72], [0.11, 0.43, 0.44], [1.04, 3.26, -0.60], [0.72, -0.48, -1.07], [-0.56, -0.88, 0.61], [-0.07, -0.37, -1.61], [2.03, 2.33, -0.09], [-0.11, -1.78, -2.93], [-1.36, -0.01, -2.41], [-0.54, -3.46, -1.91], [-0.46, 0.40, -1.05], [-0.90, 0.52, 0.92], [-1.24, -0.37, 3.32], [-0.75, -0.57, -0.55], [-1.29, 0.65, 0.45], [0.20, 1.24, -0.48], [0.92, -1.20, -0.36], [0.08, 0.93, 0.93], [-2.97, -6.00, 3.44], [-0.04, -2.54, 0.58], [1.40, 1.12, 1.49], [-0.08, 0.27, -2.40], [-1.27, -1.19, -1.55], [-0.40, -1.49, 2.12], [0.20, 0.22, 2.20], [1.33, 1.12, -1.79], [-1.43, -2.09, 0.08], [0.00, 0.55, -2.44], [-0.51, -1.00, 1.90], [2.11, 1.28, 0.55], [1.27, 1.89, -1.14], [-0.67, 1.20, 2.11], [-0.75, -1.77, 1.44], [-1.51, 1.96, -0.06], [0.57, 2.53, 1.49], [0.24, -0.04, -2.22], [-1.56, 2.09, 0.27], [0.65, 0.01, 2.29], [0.06, 2.57, -0.51], [0.77, -1.45, 2.04], [-0.70, -1.46, -1.71], [1.31, 0.78, -0.86], [1.03, -1.44, -0.52], [0.67, -0.99, -1.88], [0.55, -1.81, 1.79], [0.23, -1.58, -0.82], [-0.65, 0.70, -1.00], [-0.50, -2.30, -0.78], [-0.42, 1.42, 2.18], [-0.80, -2.23, 1.01], [0.20, -0.55, -2.33], [0.29, -1.58, 1.83], [0.97, 2.19, 0.53]], "lowdin_charge": [-0.154, -0.266, -0.218, -0.218, -0.219, -0.233, -0.153, -0.156, -0.027, 0.045, -0.098, -0.039, -0.191, -0.192, -0.138, -0.165, -0.100, 0.007, -0.020, -0.271, -0.048, -0.061, -0.598, 0.484, -0.286, -0.121, -0.089, 0.099, 0.077, 0.074, 0.077, 0.076, 0.116, 0.106, 0.118, 0.112, 0.111, 0.116, 0.117, 0.105, 0.118, 0.124, 0.119, 0.117, 0.103, 0.122, 0.104, 0.130, 0.127, 0.116, 0.063, 0.077, 0.102, 0.114, 0.081, 0.077, 0.101, 0.097, 0.113, 0.079, 0.083, 0.055]}


{"formula": "C6H14FNiO3", "method": "wB97M-V/def2-TZVPD", "e_above_lowest_kj_mol": 140.7, "homo_lumo_gap_ha": [0.271, 0.235], "multiplicity": 4, "species": ["F", "C", "O", "C", "C", "O", "C", "C", "O", "C", "Ni", "H", "H", "H", "H", "H", "H", "H", "H", "H", "H", "H", "H", "H", "H"], "xyz": [[2.6504, -1.9261, 0.8999], [-1.7563, -0.6879, 2.7095], [-1.0850, -0.4776, 1.4749], [-0.2445, -1.5640, 1.0714], [0.6990, -1.0409, 0.0177], [-0.1837, -0.1044, -1.0219], [0.5435, 0.9076, -1.6856], [-0.3496, 2.1003, -1.9377], [-1.0956, 2.3131, -0.7420], [-1.7631, 3.5642, -0.6734], [-1.9292, 0.4794, -0.1638], [-2.6685, -0.0814, 2.6935], [-2.0138, -1.7507, 2.8295], [-1.1099, -0.3656, 3.5370], [-0.8653, -2.3813, 0.6695], [0.3347, -1.9293, 1.9390], [0.9182, -1.8497, -0.6942], [1.3231, -0.2581, 0.4758], [0.9655, 0.5374, -2.6328], [1.3774, 1.2364, -1.0420], [-1.0341, 1.9327, -2.7851], [0.2599, 2.9872, -2.1654], [-2.4236, 3.5318, 0.1998], [-1.0257, 4.3693, -0.5517], [-2.3482, 3.7394, -1.5883]], "forces_ev_per_angstrom": [[-0.67, 0.08, 0.06], [-0.23, -0.01, 0.42], [-0.17, 0.44, -0.07], [0.13, -0.43, -0.23], [-0.35, 0.57, -0.48], [-0.99, -0.68, 0.77], [0.79, 0.04, 0.35], [0.02, 0.05, -0.53], [0.16, 0.02, 0.29], [-0.21, 0.40, -0.02], [0.14, -0.29, -0.19], [0.18, -0.18, 0.07], [0.01, 0.33, -0.05], [-0.14, -0.15, -0.19], [0.01, 0.21, 0.23], [0.04, 0.21, -0.62], [1.11, 0.86, 0.68], [0.46, -0.98, -0.88], [-0.13, 0.06, 0.25], [-0.15, -0.19, -0.18], [0.02, 0.02, 0.26], [-0.12, -0.19, 0.11], [0.15, 0.04, -0.28], [-0.15, -0.19, -0.03], [0.06, -0.05, 0.27]], "lowdin_charge": [-0.669, -0.080, -0.358, -0.191, -0.053, -0.312, -0.202, -0.188, -0.347, -0.080, 0.816, 0.077, 0.103, 0.104, 0.136, 0.143, 0.134, 0.120, 0.142, 0.138, 0.135, 0.140, 0.089, 0.102, 0.101]}